[1]
Below is C17H18O6PtS6 as an isolated structure, with properties calculated with the ωB97M-V functional and the def2-TZVPD basis.

```
48
Properties=species:S:1:pos:R:3:forces:R:3
Pt 0.089920 0.203966 0.615179 0.1 0.7 0.5
O -3.391637 -0.732877 0.531465 0.1 0.1 0.0
S -2.235284 -1.592738 0.675562 0.5 -0.3 0.2
O -2.447590 -2.833038 1.355565 -0.1 0.0 -0.1
O -1.191269 -0.781425 1.648732 0.1 -0.2 -0.1
O -1.413631 -1.681927 -0.552864 -0.2 0.1 -0.2
S 4.209104 -1.153072 1.889085 0.0 0.0 0.0
C 2.692812 -0.746412 1.513609 0.1 -0.1 0.1
S 1.539748 0.193300 2.387303 -0.1 0.0 0.0
S 1.794798 -1.194421 0.097682 -0.2 -0.1 0.0
O 1.163255 1.799115 -0.247502 -0.1 0.0 -0.3
S 2.536132 1.874584 -0.919734 0.1 -0.1 0.1
C 2.265342 1.641948 -2.721500 0.1 0.1 0.0
C 0.972802 0.911567 -3.060442 0.0 -0.1 0.1
C -0.294988 1.763683 -3.144077 0.0 0.0 0.1
C -1.515447 0.838283 -3.182679 0.3 -0.2 0.0
S -2.386761 0.688244 -1.588668 -0.5 -0.1 -0.1
O -1.358018 1.216100 -0.587187 0.0 0.0 0.1
C -3.500346 2.074895 -1.706636 0.1 0.1 -0.1
C -4.658397 1.904366 -2.452058 0.0 0.0 0.0
C -5.551231 2.957567 -2.563123 0.0 0.0 0.0
C -5.289982 4.159126 -1.916664 0.0 0.0 0.0
C -4.140987 4.307572 -1.154454 0.0 0.0 0.0
C -3.235112 3.261324 -1.044404 0.0 0.0 0.0
C 2.853967 3.622433 -0.896761 0.0 0.0 0.0
C 1.814284 4.523784 -0.728971 0.0 0.0 0.0
C 2.104396 5.878997 -0.745126 0.0 0.0 0.0
C 3.411320 6.313221 -0.927550 0.0 0.0 0.0
C 4.441162 5.396619 -1.083695 0.0 0.0 0.0
C 4.166736 4.037065 -1.060334 0.0 0.0 0.0
H 3.122257 1.041189 -3.029025 0.0 0.0 0.0
H 2.337326 2.620040 -3.196132 -0.1 0.0 0.0
H 0.812689 0.111534 -2.332495 0.0 0.0 0.0
H 1.134922 0.410098 -4.018196 0.0 0.0 0.0
H -0.277206 2.404567 -4.027106 0.0 0.0 0.0
H -0.348746 2.409580 -2.266320 0.0 0.0 0.0
H -1.182641 -0.188441 -3.356205 -0.1 0.0 -0.1
H -2.258163 1.067388 -3.945204 0.0 0.2 0.1
H -4.870459 0.950894 -2.921752 0.0 0.0 0.0
H -6.459617 2.834893 -3.137365 0.0 0.0 0.0
H -5.994226 4.976650 -1.995257 0.0 0.0 0.0
H -3.951427 5.237880 -0.635366 0.0 0.0 0.0
H -2.345273 3.345099 -0.436594 0.0 0.0 0.0
H 0.807098 4.162393 -0.571525 0.0 0.0 0.0
H 1.307912 6.598278 -0.609992 0.0 0.0 0.0
H 3.629268 7.372770 -0.936144 0.0 0.0 0.0
H 5.460207 5.736738 -1.207069 0.0 0.0 0.0
H 4.964781 3.310797 -1.155704 0.0 0.0 0.0
```
Forces are in eV/Å.

Properties
**LUMO energy**: -1.879 eV
**Molecular weight**: 705.8 g/mol
**Maximum force**: 0.87 eV Å⁻¹
**Relative energy (zero: lowest compared OMol25 entry of this formula, charge and spin)**: 0.710 eV
**Multiplicity**: 1
**Energy**: -3618.3864 hartree
**Frontier orbital gap**: 6.99 eV

[2]
Below is a 2-piece molecular cluster, C5H11O2 overall, with properties calculated with the ωB97M-V functional and the def2-TZVPD basis.

```
18
Properties=species:S:1:pos:R:3:forces:R:3
C 0.224083 1.079798 1.897950 0.0 0.0 0.1
O -0.349190 1.211195 0.695604 0.0 0.0 -0.1
C 1.189099 -0.135371 2.009321 0.1 0.0 0.0
C 0.554196 -1.424224 1.495021 -0.2 0.1 0.0
H -0.510450 0.970918 2.744218 -0.1 -0.1 0.0
H 0.835497 1.966051 2.220567 0.1 0.0 0.0
H 1.529908 -0.246329 3.046639 0.0 0.0 0.1
H 2.078907 0.092748 1.413180 0.0 0.0 -0.1
H 1.288537 -2.150268 1.138457 0.0 0.0 0.0
H -0.116565 -1.133494 0.680911 0.1 -0.1 -0.1
H -0.056204 -1.922371 2.256409 0.0 0.1 0.1
C -1.099470 1.097395 -2.233194 0.1 0.2 0.1
C -0.753804 -0.035430 -2.810478 -0.2 0.1 -0.1
O -1.271467 -0.436141 -4.041243 0.1 -0.2 0.0
H -0.671930 1.361987 -1.265761 0.0 -0.1 0.1
H -1.813329 1.772662 -2.690951 0.0 -0.1 -0.1
H -0.049563 -0.720381 -2.352791 0.0 0.0 0.0
H -1.008256 -1.348745 -4.203858 0.0 0.2 0.1
```
Forces are in eV/Å.

Properties
**LUMO energy**: 3.368 eV
**Molecular weight**: 103.1 g/mol
**Net charge**: -1
**Maximum force**: 0.27 eV Å⁻¹
**Relative energy (zero: lowest compared OMol25 entry of this formula, charge and spin)**: 2.962 eV
**Multiplicity**: 1
**Energy**: -347.5408 hartree
**Frontier orbital gap**: 5.88 eV

[3]
Below is a 2-piece molecular cluster, C6H17N2 overall, with properties calculated with the ωB97M-V functional and the def2-TZVPD basis.

```
25
Properties=species:S:1:pos:R:3:forces:R:3
C 0.028599 0.675284 -1.957279 0.0 0.4 -1.0
C 0.235943 1.804741 -0.930836 0.3 -0.3 0.4
C -1.100475 2.264444 -0.318841 0.5 -0.7 0.5
C 1.215736 1.353250 0.176952 -0.8 -0.1 0.2
H 0.994319 0.325795 -2.423873 -0.9 0.4 0.5
H -0.446231 -0.201537 -1.482334 0.0 0.2 -0.2
H -0.643326 1.045901 -2.792011 0.7 -0.6 0.9
H 0.706893 2.649587 -1.452227 -0.2 -0.1 0.1
H -0.949251 3.069969 0.412628 -0.1 -0.2 -0.2
H -1.607762 1.416344 0.216732 0.4 0.6 -0.4
H -1.757846 2.607106 -1.096003 -0.5 0.2 -0.3
H 2.159496 1.039802 -0.247207 0.2 -0.3 -0.1
H 1.448443 2.156945 0.885027 -0.2 -0.1 -0.1
H 0.754447 0.506433 0.751399 0.5 0.7 -0.4
C 0.691785 -2.881490 -0.190142 0.5 -0.2 0.2
N -1.060135 -0.782566 2.288160 0.1 0.6 -0.3
C -0.757359 -1.461423 1.184305 0.0 0.1 0.3
N 0.339059 -2.158460 1.031077 -0.6 0.4 0.1
H 1.693571 -2.566311 -0.520916 -0.5 0.0 0.0
H -0.060135 -2.671176 -0.938139 0.0 0.0 -0.2
H 0.725246 -3.947492 0.025949 -0.1 0.0 -0.1
H -0.346068 -0.596252 2.994520 -0.4 -0.2 -0.2
H -1.799161 -0.068696 2.238676 0.4 -0.7 0.0
H -1.492953 -1.436334 0.372062 0.4 -0.1 0.3
H 1.027165 -2.143863 1.772320 0.0 0.0 0.0
```
Forces are in eV/Å.

Properties
**LUMO energy**: -3.644 eV
**Molecular weight**: 117.2 g/mol
**Net charge**: +1
**Maximum force**: 1.31 eV Å⁻¹
**Relative energy (zero: lowest compared OMol25 entry of this formula, charge and spin)**: 0.211 eV
**Multiplicity**: 1
**Energy**: -348.0831 hartree
**Frontier orbital gap**: 10.95 eV

[4]
Below is a 2-piece molecular cluster, C11H24BN3O9PS overall, with properties calculated with the ωB97M-V functional and the def2-TZVPD basis.

```
50
Properties=species:S:1:pos:R:3:forces:R:3
C 2.267686 2.693168 2.757079 -0.2 0.0 0.3
O 1.311481 1.682178 2.440820 0.3 0.5 -0.3
B 1.628129 0.938562 1.312991 -0.8 -0.3 0.8
O 2.814687 0.281983 1.288017 0.0 -0.4 -0.6
C 0.656688 1.006814 0.043543 0.4 -0.1 -0.9
C -0.455871 2.017687 0.200866 -0.1 -0.6 -0.1
C -1.646123 1.542652 1.028421 -0.8 1.0 0.7
N -1.198389 0.838276 2.216655 -0.1 0.1 0.0
N -2.509289 0.663752 0.311842 0.1 -0.1 -0.1
N -2.448689 2.746401 1.451292 0.1 -0.5 0.0
O 1.633179 1.612676 -0.917340 0.2 0.2 -0.2
C 2.273493 0.606968 -1.568767 1.8 0.3 -1.4
O 3.132425 0.771932 -2.426919 -2.0 -0.5 2.4
O 1.767338 -0.576589 -1.129196 0.1 0.0 -1.0
C 0.381689 -0.279489 -0.766886 0.5 0.8 -0.1
C -0.272848 -1.452465 -0.111290 0.6 -0.5 -0.1
C 0.645322 -2.311710 0.736941 -1.0 -0.5 0.4
C -0.195329 -3.348552 1.500883 0.6 0.3 0.3
C -0.921187 -2.813294 2.721640 -0.4 -0.1 -0.6
O -2.222566 -2.307141 2.448347 -0.2 0.4 0.3
P -0.439658 0.059798 -2.486930 -1.2 -0.7 -0.4
S -2.227886 -0.671709 -2.727608 -0.1 0.2 0.2
H 1.723272 3.589242 3.019010 -0.2 0.3 0.0
H 2.919487 2.914846 1.921549 0.2 0.0 -0.2
H 2.867171 2.426764 3.618411 0.2 -0.2 0.2
H 3.074578 -0.013237 2.158491 0.4 0.2 0.4
H -0.054275 2.901742 0.672758 0.2 0.3 0.2
H -0.806993 2.333621 -0.770998 -0.2 0.1 -0.4
H -0.787922 1.516159 2.843585 0.3 0.0 0.1
H -2.027631 0.509981 2.696089 -0.1 -0.3 0.0
H -3.323466 0.469777 0.873746 -0.2 -0.1 0.1
H -2.820154 1.028669 -0.576754 0.1 -0.1 -0.2
H -1.847646 3.451639 1.858370 0.1 0.1 0.0
H -2.890041 3.153230 0.637257 0.0 0.1 -0.1
H -0.668340 -2.079489 -0.901029 -0.2 -0.2 -0.2
H -1.119116 -1.124895 0.465548 -0.2 0.3 0.1
H 1.187376 -1.740822 1.478491 0.4 0.2 0.0
H 1.325007 -2.880999 0.125090 0.5 0.2 -0.3
H 0.495009 -4.101552 1.863781 0.1 -0.4 0.0
H -0.888843 -3.835930 0.822844 -0.2 -0.2 -0.1
H -1.032754 -3.596059 3.461473 0.1 -0.2 0.3
H -0.339549 -1.998001 3.130419 0.1 0.3 0.3
H -2.513200 -2.624596 1.595280 -0.1 -0.1 -0.3
H 0.424793 -0.504180 -3.439694 0.4 0.2 0.2
H -0.359552 1.437166 -2.733420 0.3 0.0 0.1
C 0.391463 -1.265978 -6.779227 -0.4 0.0 0.2
O -0.390979 -0.691473 -5.971766 0.4 -0.1 0.0
O 1.714161 -0.736648 -6.748179 -0.3 0.0 0.1
O 0.192462 -2.185273 -7.569813 0.2 0.0 0.0
H 1.581400 -0.055601 -6.075712 0.3 0.0 -0.1
```
Forces are in eV/Å.

Properties
**LUMO energy**: 1.694 eV
**Molecular weight**: 416.2 g/mol
**Net charge**: -1
**Maximum force**: 3.19 eV Å⁻¹
**Relative energy (zero: lowest compared OMol25 entry of this formula, charge and spin)**: 0.694 eV
**Multiplicity**: 1
**Energy**: -2039.5349 hartree
**Frontier orbital gap**: 5.90 eV